Entry 1:
The following is a quantum chemistry calculation of a cluster of 3 separate species, C24H50BClN2O12P2S in total at a distorted geometry, from OMol25.

Results
- HOMO energy: -8.9 eV
- F_max: 4.27 eV Å⁻¹
- Orbital gap: 8.66 eV
- SMILES: COCCCCCCC[C@]1(S)[C@@](CC=O)(B(N)O)NC(=O)[C@@]1(CC(=O)Cl)PP(=O)(O)O.COCCOC.COCCOC
- Energy relative to the best compared isomer or geometry (same formula, charge and spin): 132.4 kJ/mol

Structure (ORCA input):
```
! wB97M-V def2-TZVPD RIJCOSX def2/J DEFGRID3
* xyz 0 1
C 9.2885 4.5836 1.1684
O 8.6956 3.7069 0.2084
C 7.5881 3.0356 0.8133
C 7.3399 1.7611 0.0050
C 6.7026 2.0770 -1.3493
C 6.3754 0.7726 -2.0894
C 5.0438 0.0965 -1.6551
C 3.8841 0.3651 -2.6470
C 2.7141 1.3110 -2.2763
C 2.2178 1.4009 -0.8136
S 3.4064 2.5508 0.0197
C 1.7158 0.1578 -0.0830
C 2.3973 -1.2435 -0.2828
C 2.0316 -2.0110 -1.5476
O 2.6881 -2.9335 -1.8474
B 1.5723 0.1786 1.5246
N 0.3726 -0.3632 2.1562
O 2.5830 0.6388 2.3554
N 0.3266 -0.0262 -0.5888
C -0.2954 1.1895 -0.4806
O -1.4001 1.3938 -0.1716
C 0.8175 2.2356 -0.8265
C 0.4460 3.0846 -2.0684
C -0.3349 2.3675 -3.1579
O -1.3960 1.9630 -3.0921
Cl 0.5167 2.2186 -4.7638
P 0.4808 3.5012 0.5691
P 1.3629 5.4300 0.0614
O 0.2813 6.3592 -0.1931
O 2.1856 5.9820 1.3558
O 2.4183 5.3735 -1.1527
H 9.9622 4.0044 1.8082
H 9.8385 5.3812 0.6769
H 8.4934 5.0113 1.7852
H 6.7136 3.6870 0.6724
H 7.7726 2.8433 1.8718
H 6.7820 1.0258 0.5947
H 8.3227 1.3217 -0.1779
H 7.4835 2.5769 -1.9293
H 5.8753 2.7804 -1.2848
H 6.4350 0.8641 -3.1726
H 7.1664 0.0648 -1.8247
H 4.8246 0.2667 -0.6058
H 5.2635 -0.9727 -1.7313
H 3.4715 -0.5961 -2.9556
H 4.3367 0.7585 -3.5561
H 2.9802 2.3179 -2.5831
H 1.8607 0.9806 -2.8727
H 4.1340 1.7519 0.8307
H 2.0263 -1.8714 0.5412
H 3.4711 -1.2357 -0.1371
H 1.2063 -1.7306 -2.2226
H 0.5919 -0.5592 3.1267
H -0.4190 0.2704 2.0755
H 2.2073 1.1282 3.0958
H -0.1784 -0.8456 -0.2688
H 1.2826 3.5947 -2.5334
H -0.2283 3.8809 -1.7300
H 1.1799 3.0989 1.7416
H 2.0900 5.3638 2.0934
H 2.4340 6.2749 -1.5200
C -2.2079 -4.6399 -1.3054
O -2.1518 -3.3232 -0.7799
C -3.0814 -2.4373 -1.3945
C -4.3167 -2.2392 -0.5409
O -5.0692 -3.4387 -0.4196
C -4.8436 -4.1141 0.8072
H -1.6828 -5.2986 -0.6146
H -3.2358 -4.9927 -1.4103
H -1.7073 -4.6789 -2.2785
H -3.3516 -2.7895 -2.3942
H -2.5752 -1.4724 -1.5048
H -4.9633 -1.5035 -1.0287
H -4.0476 -1.8489 0.4454
H -5.3883 -3.6114 1.6141
H -3.7817 -4.1625 1.0580
H -5.2254 -5.1295 0.7081
C -11.4284 -3.2202 2.7227
O -10.4114 -2.2711 2.9955
C -9.3841 -2.7819 3.8318
C -8.1624 -3.1923 3.0343
O -8.4367 -4.2894 2.1764
C -8.6634 -3.8970 0.8305
H -12.0112 -2.8524 1.8790
H -11.0158 -4.1970 2.4616
H -12.0900 -3.3233 3.5895
H -9.7536 -3.6189 4.4322
H -9.0998 -1.9766 4.5167
H -7.3838 -3.5185 3.7321
H -7.7699 -2.3440 2.4644
H -7.7107 -3.6673 0.3417
H -9.3260 -3.0315 0.7618
H -9.1299 -4.7327 0.3099
*
```

Entry 2:
The following is a quantum chemistry calculation of a cluster of 4 separate species, C24H50BN10O18P2S5 in total at a distorted geometry, from OMol25.

Results
- HOMO energy: -11.0 eV
- F_max: 5.73 eV Å⁻¹
- Orbital gap: 6.70 eV

Structure (ORCA input):
```
! wB97M-V def2-TZVPD RIJCOSX def2/J DEFGRID3
* xyz 1 1
N 6.3302 0.0816 -1.2137
C 5.2657 0.0498 -2.0101
N 5.2570 0.9814 -3.1617
N 4.1871 -0.8743 -1.6248
C 3.4484 -1.4523 -2.7911
C 1.8594 -1.3419 -2.4204
C 1.2442 0.0914 -2.8277
C 0.4591 0.8372 -1.6262
N -0.9344 1.2575 -2.0681
C -1.9391 1.3698 -0.9868
N -2.7132 0.4457 -0.4266
C -3.6558 0.8056 0.6847
C -4.3356 -0.4394 1.4306
C -3.3256 -1.3144 2.3422
S -3.9740 -3.0705 2.5220
C -3.1383 -4.1626 1.2655
S -1.7231 -4.9670 1.7227
N -3.7253 -4.3115 -0.0842
C -3.0284 -4.5026 -1.3703
C -4.1108 -4.5478 -2.4693
N -5.4202 -4.4331 -1.8372
C -5.1491 -4.2991 -0.4197
P -2.6338 -1.2415 -1.0300
O -3.3622 -1.2315 -2.6000
O -1.0346 -1.8339 -1.1086
N -1.9175 2.8078 -0.6629
P -0.8573 3.3813 0.6011
N 0.1346 4.5521 0.1899
O -1.8415 3.9986 1.8816
O 0.1037 2.1047 1.2235
C -1.8596 3.4301 -2.0163
C -1.9308 5.0211 -2.2054
C -3.1726 5.3078 -3.2216
C -4.5564 5.2564 -2.3924
N -5.3866 4.0410 -2.6189
C -0.7702 2.5583 -2.8497
B -1.2798 2.2281 -4.3576
O -2.6176 1.8573 -4.7343
O -0.3063 2.3029 -5.4429
H 6.9894 0.7946 -1.5804
H 4.3892 1.5356 -3.2021
H 5.3648 0.3869 -4.0078
H 4.6693 -1.6779 -1.1782
H 3.7542 -2.5496 -2.9946
H 3.5882 -0.8957 -3.7777
H 1.3340 -2.2339 -2.9418
H 1.8079 -1.4912 -1.2814
H 2.1342 0.7715 -3.1007
H 0.5963 -0.0289 -3.7624
H 0.4243 0.1741 -0.6774
H 1.1024 1.7485 -1.3099
H -4.5249 1.4128 0.2153
H -3.1627 1.5001 1.4684
H -4.9474 -1.1158 0.7293
H -5.1101 0.0060 2.1695
H -2.2885 -1.3436 1.8272
H -3.2177 -0.8381 3.3721
H -1.8835 -4.5518 -1.4583
H -3.8176 -4.6571 -3.5656
H -6.0383 -4.1786 0.2928
H -4.1723 -0.6709 -2.5569
H -0.7599 -1.6990 -2.0606
H -0.1090 5.3766 0.7813
H -2.7951 3.8985 1.6615
H -0.0879 2.1070 2.2036
H -2.8515 3.0531 -2.4894
H -0.9594 5.3302 -2.7538
H -2.0462 5.5721 -1.2128
H -3.0864 6.3545 -3.7101
H -3.2241 4.5581 -4.0826
H -5.2123 6.1576 -2.6914
H -4.2731 5.3444 -1.2754
H -5.6441 3.9061 -3.6039
H -4.9920 3.1954 -2.1913
H 0.2066 3.1381 -2.7226
H -2.5763 1.0811 -5.3381
H 0.4218 2.8430 -5.0396
C 1.4677 -0.2798 5.9439
C 0.0846 -0.7119 6.4044
O -0.8143 0.2208 5.7990
S -0.2085 0.6868 4.3704
O -0.8280 -0.0978 3.3406
O -0.1738 2.1199 4.3360
O 1.2995 0.1370 4.5862
H 1.8271 0.5765 6.5211
H 2.1951 -1.0897 6.0068
H -0.0167 -0.6959 7.4894
H -0.1622 -1.7101 6.0313
C -0.3173 -8.2619 3.4360
C -0.7543 -8.9000 4.7458
O 0.4369 -9.4558 5.3018
S 1.7021 -8.5313 4.8762
O 1.9884 -7.6348 5.9569
O 2.6954 -9.3708 4.2796
O 0.9624 -7.6881 3.7023
H -0.1967 -9.0144 2.6517
H -1.0158 -7.4948 3.0978
H -1.5090 -9.6731 4.6007
H -1.1342 -8.1480 5.4438
C 7.3165 2.9129 0.6459
C 7.6352 3.2327 -0.8067
O 7.7896 4.6505 -0.8499
S 8.4004 5.1597 0.5663
O 9.8164 5.3142 0.4155
O 7.5555 6.1968 1.0761
O 8.1266 3.8029 1.4145
H 6.2677 3.1224 0.8751
H 7.5423 1.8765 0.8994
H 6.8456 2.9110 -1.4864
H 8.5840 2.7801 -1.1114
*
```

Entry 3:
The following is a quantum chemistry calculation of a structure of composition C24H50Cl2NO25PS, from OMol25.

Results
- HOMO energy: -9.9 eV
- F_max: 0.82 eV Å⁻¹
- Orbital gap: 10.43 eV

Structure (ORCA input):
```
! wB97M-V def2-TZVPD RIJCOSX def2/J DEFGRID3
* xyz 0 1
C -2.4315 -4.8885 4.8009
C -2.6029 -3.4635 4.2910
Cl -1.5707 -3.2160 2.8633
C -4.0944 -3.1955 3.9916
Cl -4.5833 -3.5863 2.3215
O -4.3209 -1.8266 4.2583
S -5.8991 -1.3378 4.2437
O -5.8293 0.0305 4.6745
O -6.2938 -2.2283 5.5782
P -7.8220 -2.9491 5.5065
N -7.3976 -4.5610 5.2456
O -7.9819 -3.0414 7.1341
H -3.0527 -5.0284 5.6883
H -1.3957 -5.0849 5.0731
H -2.7262 -5.6146 4.0418
H -2.3053 -2.7570 5.0615
H -4.6940 -3.8275 4.6442
H -7.3392 -5.1081 6.0992
H -8.0474 -5.0077 4.6105
H -7.6160 -2.2410 7.5248
C -3.1979 -1.1499 0.1853
O -3.3897 -0.7250 -1.1709
C -4.5968 -0.2195 -1.4104
O -5.4924 -0.1186 -0.6133
O -4.6478 0.1671 -2.6846
C -5.9029 0.7401 -3.0748
H -2.1884 -1.5456 0.2433
H -3.2938 -0.3061 0.8671
H -3.9125 -1.9215 0.4629
H -6.1196 1.6313 -2.4882
H -6.7092 0.0180 -2.9656
H -5.8034 1.0179 -4.1201
C 0.4524 -1.5647 -2.0952
O 1.4402 -2.5996 -2.0375
C 2.0280 -2.7330 -0.8528
O 1.8050 -2.0647 0.1249
O 2.9170 -3.7214 -0.9324
C 3.5873 -4.0115 0.2995
H 0.0660 -1.5754 -3.1094
H -0.3552 -1.7644 -1.3941
H 0.8989 -0.5957 -1.8805
H 2.8818 -4.3558 1.0535
H 4.1266 -3.1390 0.6615
H 4.2987 -4.8035 0.0870
C 9.5724 -1.2674 1.8941
O 9.0987 -0.9092 0.5945
C 8.0931 -1.6643 0.1556
O 7.5972 -2.5903 0.7427
O 7.7402 -1.2243 -1.0506
C 6.6637 -1.9500 -1.6450
H 10.3789 -0.5761 2.1206
H 8.7766 -1.1616 2.6273
H 9.9495 -2.2885 1.8976
H 5.7776 -1.8822 -1.0160
H 6.9353 -2.9938 -1.7937
H 6.4688 -1.4834 -2.6065
C 9.9264 0.0727 -3.3386
O 9.8886 0.6001 -4.6692
C 8.6741 0.9551 -5.0783
O 7.6551 0.8508 -4.4463
O 8.7759 1.4417 -6.3152
C 7.5341 1.8631 -6.8835
H 10.9621 -0.1880 -3.1424
H 9.5932 0.8157 -2.6175
H 9.3053 -0.8164 -3.2609
H 7.0914 2.6608 -6.2904
H 6.8409 1.0272 -6.9542
H 7.7690 2.2310 -7.8777
C -2.7229 2.6803 -4.3240
O -2.4582 3.9997 -3.8402
C -3.5167 4.8064 -3.8786
O -4.6138 4.5114 -4.2752
O -3.1560 5.9945 -3.3963
C -4.2103 6.9598 -3.3704
H -1.7955 2.1225 -4.2362
H -3.4881 2.2002 -3.7195
H -3.0296 2.7073 -5.3682
H -5.0263 6.6192 -2.7356
H -4.5799 7.1514 -4.3759
H -3.7769 7.8660 -2.9584
C -9.3640 5.9686 -1.5621
O -8.4933 4.8377 -1.5004
C -7.8421 4.7114 -0.3429
O -7.9363 5.4525 0.5999
O -7.0724 3.6300 -0.4170
C -6.3081 3.3599 0.7637
H -9.8190 5.9431 -2.5477
H -10.1358 5.9018 -0.7978
H -8.8028 6.8930 -1.4392
H -6.9611 3.1826 1.6155
H -5.6309 4.1847 0.9771
H -5.7388 2.4597 0.5504
C 7.0958 -0.0008 4.7800
O 6.6888 0.1052 3.4144
C 5.3863 -0.1238 3.2181
O 4.5896 -0.3923 4.0780
O 5.1280 0.0100 1.9234
C 3.7510 -0.1963 1.5707
H 8.1618 0.2096 4.7943
H 6.5707 0.7269 5.3954
H 6.9132 -1.0047 5.1587
H 3.1161 0.5377 2.0633
H 3.4315 -1.1981 1.8331
H 3.6898 -0.0666 0.4955
*
```